{
  "formula": "C25H45BClN11O6PbSe",
  "method": "ωB97M-V/def2-TZVPD",
  "species": ["Pb", "C", "C", "C", "C", "N", "N", "B", "N", "N", "C", "C", "C", "C", "C", "C", "C", "C", "N", "N", "C", "C", "C", "C", "C", "C", "C", "C", "C", "C", "C", "C", "H", "H", "H", "H", "H", "H", "H", "H", "H", "H", "H", "H", "H", "H", "H", "H", "H", "H", "H", "H", "H", "H", "H", "H", "H", "H", "H", "H", "H", "H", "H", "H", "H", "H", "H", "H", "H", "H", "H", "H", "N", "N", "C", "N", "N", "N", "O", "O", "H", "H", "H", "H", "H", "O", "Se", "O", "O", "O", "Cl"],
  "coordinates": [[10.889, 7.604, 12.176], [13.955, 10.625, 9.888], [12.822, 9.719, 9.521], [12.839, 8.650, 8.657], [11.510, 8.194, 8.626], [10.751, 8.902, 9.433], [11.548, 9.829, 10.000], [10.931, 11.028, 10.731], [11.599, 11.520, 12.040], [11.195, 10.993, 13.219], [11.556, 11.841, 14.177], [12.203, 12.966, 13.596], [12.222, 12.711, 12.245], [12.819, 13.571, 11.184], [11.218, 11.624, 15.649], [12.225, 10.677, 16.292], [9.824, 11.035, 15.727], [11.269, 12.940, 16.459], [9.439, 10.748, 11.062], [8.919, 9.546, 11.351], [7.623, 9.707, 11.526], [7.283, 11.058, 11.340], [8.475, 11.702, 11.077], [8.784, 13.156, 10.858], [6.720, 8.521, 11.745], [5.931, 8.256, 10.431], [5.691, 8.744, 12.868], [7.521, 7.299, 12.139], [10.883, 7.054, 7.858], [11.200, 7.187, 6.364], [9.361, 7.083, 8.040], [11.440, 5.714, 8.361], [14.888, 10.195, 9.515], [14.033, 10.778, 10.966], [13.846, 11.601, 9.427], [13.697, 8.254, 8.133], [10.975, 11.941, 9.963], [12.693, 13.794, 14.076], [13.075, 14.524, 11.610], [12.156, 13.722, 10.324], [13.749, 13.158, 10.810], [12.049, 10.551, 17.364], [13.240, 11.072, 16.179], [12.198, 9.697, 15.796], [9.752, 10.114, 15.155], [9.129, 11.727, 15.257], [9.525, 10.835, 16.767], [12.266, 13.359, 16.472], [10.969, 12.725, 17.482], [10.553, 13.665, 16.034], [6.337, 11.564, 11.463], [7.924, 13.775, 11.106], [9.068, 13.350, 9.815], [9.622, 13.462, 11.480], [5.256, 9.090, 10.189], [5.302, 7.359, 10.501], [6.597, 8.087, 9.598], [5.053, 9.612, 12.714], [6.220, 8.873, 13.830], [5.055, 7.838, 12.970], [8.244, 7.049, 11.350], [8.024, 7.442, 13.090], [6.866, 6.438, 12.303], [10.751, 8.074, 5.905], [10.808, 6.316, 5.826], [12.282, 7.266, 6.195], [8.936, 8.036, 7.669], [9.050, 6.983, 9.064], [8.910, 6.259, 7.470], [12.528, 5.690, 8.318], [11.074, 4.880, 7.735], [11.195, 5.515, 9.396], [13.026, 8.427, 13.451], [13.375, 7.500, 14.523], [12.318, 7.176, 15.214], [12.454, 6.292, 16.255], [11.099, 7.767, 14.906], [9.984, 7.472, 15.596], [8.964, 7.872, 15.068], [9.948, 6.902, 16.699], [13.864, 8.469, 12.876], [12.803, 9.340, 13.848], [14.143, 5.960, 13.516], [13.178, 5.600, 16.121], [11.596, 5.898, 16.605], [15.125, 7.687, 11.583], [14.354, 6.265, 11.309], [15.096, 5.338, 10.185], [12.743, 6.487, 11.027], [14.476, 5.363, 12.818], [10.275, 4.907, 12.877]],
  "forces_ev_per_angstrom": [[0.232, -0.422, 0.590], [0.014, -0.292, 0.039], [-0.092, -0.176, 0.207], [0.102, 0.077, -0.337], [-0.193, -0.441, -0.222], [-0.059, 0.008, -0.163], [0.826, 0.099, 0.464], [-0.648, 0.042, -0.051], [0.332, 0.186, 0.065], [0.013, 0.051, 0.492], [0.133, 0.572, -0.103], [0.154, -0.551, 0.210], [-0.176, -0.078, -0.014], [-0.140, -0.207, -0.332], [0.275, 0.082, 0.111], [0.515, -0.382, -0.363], [-0.313, -0.150, 0.098], [-0.701, -0.170, -0.823], [0.067, 0.550, -0.293], [0.137, -0.120, 0.242], [-0.247, 0.000, -0.041], [-0.161, 0.623, 0.280], [0.240, -0.263, -0.138], [-0.039, -0.299, -0.254], [-0.948, -0.122, -0.139], [-0.261, -0.064, 0.347], [0.268, -0.265, 0.581], [0.151, -0.408, -0.386], [-0.067, -0.098, 0.067], [0.180, 0.065, -0.234], [-0.217, 0.270, -0.857], [0.083, -0.290, -0.480], [-0.115, -0.045, 0.189], [0.041, -0.122, -0.046], [-0.149, 0.224, -0.164], [-0.052, 0.026, 0.100], [-0.007, 0.441, -0.182], [-0.119, 0.143, 0.137], [-0.036, 0.538, 0.234], [0.063, -0.067, 0.196], [0.099, -0.164, -0.107], [-0.179, -0.077, -0.059], [0.010, 0.004, -0.009], [-0.051, 0.238, 0.346], [0.073, -0.122, 0.029], [-0.296, 0.139, 0.102], [0.056, 0.092, -0.227], [0.264, 0.213, -0.040], [-0.022, -0.012, 0.148], [0.336, -0.089, 0.178], [-0.109, -0.185, -0.042], [-0.092, -0.035, 0.018], [-0.069, -0.030, 0.173], [0.084, 0.078, 0.110], [0.269, -0.027, 0.044], [0.103, 0.058, 0.262], [0.344, 0.116, -0.285], [-0.070, 0.103, -0.135], [-0.207, 0.005, -0.340], [0.262, 0.507, -0.125], [-0.192, -0.117, 0.287], [0.252, 0.135, -0.017], [-0.022, -0.016, -0.246], [-0.066, 0.049, 0.235], [0.151, 0.023, 0.029], [-0.165, -0.186, 0.036], [0.217, -0.411, 0.162], [0.032, -0.051, 0.523], [0.082, 0.076, 0.038], [0.131, 0.093, -0.048], [-0.037, 0.268, 0.189], [-0.214, 0.013, 0.220], [0.170, -0.441, 0.482], [-0.618, 0.050, -0.468], [-0.605, 0.117, 0.320], [0.404, -0.539, 0.094], [0.415, -0.460, 0.036], [0.500, -0.068, 0.019], [-0.950, 0.265, -0.312], [0.347, -0.018, -0.067], [0.087, 0.235, -0.107], [0.028, -0.106, -0.216], [-0.163, 0.410, 0.344], [0.098, 0.276, -0.134], [-0.147, 0.250, -0.055], [-0.512, -0.702, -0.045], [0.768, 0.132, -0.818], [-0.788, 0.568, 1.024], [0.772, -0.154, 0.281], [0.073, -0.044, -0.808], [0.068, 0.573, -0.045]],
  "total_charge": -2,
  "gap_ev": 7.16,
  "e_tot_ev": -139126.6173,
  "mol_weight_g_mol": 928.1
}


{
  "formula": "C17H22N6OS2",
  "method": "ωB97M-V/def2-TZVPD",
  "species": ["C", "H", "O", "C", "C", "C", "C", "C", "C", "H", "H", "N", "C", "N", "C", "N", "C", "N", "N", "H", "H", "C", "H", "H", "S", "C", "N", "C", "H", "C", "C", "C", "C", "H", "H", "H", "H", "H", "H", "H", "H", "H", "S", "H", "H", "H", "H", "H"],
  "coordinates": [[-4.287, -2.614, -0.045], [-5.168, -2.329, 0.229], [-3.255, -1.830, 0.644], [-2.024, -2.148, 0.416], [-1.523, -3.100, -0.707], [-0.231, -3.102, -0.659], [0.599, -2.425, 0.276], [0.133, -1.491, 1.006], [-1.263, -1.404, 1.196], [-1.595, -0.885, 2.079], [0.756, -0.767, 1.798], [1.958, -2.318, -0.202], [3.029, -1.648, -0.018], [2.703, -0.232, 0.729], [3.619, 0.583, 0.555], [4.796, 0.395, 0.385], [5.159, -0.956, -0.177], [4.184, -1.813, -0.291], [6.496, -0.948, -0.656], [6.545, -1.850, -0.991], [6.984, -0.287, -0.735], [3.170, 2.063, 1.338], [3.771, 2.273, 2.194], [3.554, 2.760, 0.628], [1.518, 2.337, 1.245], [0.925, 1.922, -0.139], [-0.481, 1.662, -0.167], [-1.257, 2.278, 0.981], [-0.973, 1.498, 1.960], [-2.719, 1.718, 0.842], [-3.328, 2.683, -0.435], [-2.334, 2.725, -1.629], [-1.180, 1.730, -1.390], [-1.661, 0.555, -1.482], [-0.529, 1.734, -2.225], [-1.786, 3.933, -1.385], [-2.750, 2.700, -2.654], [-4.226, 2.080, -0.499], [-3.675, 3.596, -0.008], [-3.432, 2.074, 1.780], [-2.748, 0.615, 0.714], [-1.345, 3.251, 1.516], [1.711, 1.721, -1.426], [2.325, -3.316, -0.662], [0.121, -3.584, -1.562], [-2.030, -3.549, -1.232], [-4.143, -3.807, 0.014], [-4.113, -2.484, -1.147]],
  "forces_ev_per_angstrom": [[7.112, -3.590, -2.969], [-5.129, 1.769, 1.838], [-5.781, -1.561, -0.597], [0.031, -2.251, -3.150], [5.071, 11.415, 14.098], [3.101, -1.237, -1.474], [3.311, -1.167, -5.196], [-1.222, 5.343, 7.532], [3.835, 0.067, 0.982], [-0.597, 0.310, -0.354], [-1.280, -2.216, -2.858], [0.782, -7.909, -2.651], [-6.472, 9.885, 6.509], [-3.983, -6.855, -2.400], [-5.059, 4.181, 5.368], [10.426, -3.925, -4.225], [-0.153, 8.472, 1.781], [8.896, -4.411, -3.883], [-13.958, -13.444, 3.503], [2.004, -1.833, -1.531], [8.721, 12.195, -1.344], [3.351, -1.886, -4.375], [-0.556, -0.282, 1.196], [0.864, 0.663, -0.753], [-1.442, 2.035, 7.930], [-5.241, -1.239, -1.586], [0.104, 3.962, 3.128], [-1.508, -6.251, 4.356], [0.043, 2.432, -2.355], [-1.109, 4.162, -0.120], [0.107, -3.907, 1.558], [1.759, 3.740, 2.975], [-3.097, -4.132, -1.819], [0.797, 2.914, -0.084], [0.843, 0.221, -0.564], [-1.421, -3.438, -1.362], [0.322, -0.036, 0.727], [-0.576, 0.075, -1.399], [0.322, 0.902, 0.125], [2.047, -1.148, -2.173], [-0.176, 1.004, -0.252], [1.076, 0.055, -1.633], [4.145, -0.761, -5.880], [-1.518, 3.105, 1.372], [1.340, -0.350, 0.334], [-9.387, -8.012, -9.812], [-0.248, 2.595, 0.680], [-0.497, 0.339, 0.806]],
  "gap_ev": 8.21,
  "e_tot_ev": -50629.7810,
  "mol_weight_g_mol": 390.5,
  "relative_energy_kcal_mol": 386.5
}


{
  "formula": "C2H4I2O",
  "method": "ωB97M-V/def2-TZVPD",
  "species": ["C", "C", "O", "I", "I", "H", "H", "H", "H"],
  "coordinates": [[0.438, -0.134, -0.503], [-0.782, 0.040, 0.442], [1.526, 0.620, -0.053], [-1.792, 1.914, 0.181], [-2.002, -1.593, 0.159], [0.472, -1.185, -0.614], [0.302, 0.390, -1.519], [-0.336, -0.055, 1.397], [2.173, 0.002, 0.509]],
  "forces_ev_per_angstrom": [[-1.450, 3.130, -1.852], [0.924, 0.775, -1.378], [3.002, -2.644, 2.537], [0.297, -0.290, 0.267], [-1.121, -0.923, -0.026], [1.293, -1.144, -0.252], [-0.656, -1.358, 1.203], [-0.136, 0.327, 1.236], [-2.152, 2.129, -1.734]],
  "gap_ev": 9.36,
  "e_tot_ev": -20386.4631,
  "mol_weight_g_mol": 297.9,
  "relative_energy_kcal_mol": 16.9
}


{
  "formula": "C15H9F3NO2",
  "method": "ωB97M-V/def2-TZVPD",
  "species": ["F", "C", "F", "F", "C", "C", "C", "C", "C", "C", "N", "C", "C", "H", "H", "H", "H", "H", "C", "C", "C", "O", "C", "C", "C", "O", "H", "H", "H", "H"],
  "coordinates": [[-5.185, 2.220, 0.271], [-4.157, 2.022, 1.184], [-4.112, 3.188, 1.945], [-4.574, 1.025, 1.999], [-2.822, 1.721, 0.505], [-1.643, 1.996, 1.203], [-0.450, 1.551, 0.652], [-0.414, 0.800, -0.528], [0.995, 0.208, -1.030], [0.951, 0.317, -2.519], [0.934, 0.472, -3.681], [-1.612, 0.663, -1.248], [-2.833, 1.077, -0.727], [-1.668, 2.571, 2.125], [0.486, 1.859, 1.096], [1.817, 0.811, -0.596], [-1.583, 0.292, -2.262], [-3.756, 0.937, -1.292], [3.740, -2.232, -0.384], [3.620, -2.351, 0.963], [2.385, -2.063, 1.703], [2.271, -2.287, 2.936], [1.315, -1.465, 0.911], [1.306, -1.223, -0.535], [2.596, -1.819, -1.223], [2.597, -1.822, -2.453], [4.637, -2.599, -0.947], [4.410, -2.863, 1.507], [0.365, -1.277, 1.397], [0.384, -1.729, -0.974]],
  "forces_ev_per_angstrom": [[1.096, -0.234, 0.922], [-0.482, 1.049, -0.372], [-0.040, -1.449, -0.732], [0.284, 0.644, -0.339], [-1.145, -0.016, 0.912], [-0.263, -0.160, -0.671], [0.285, 0.032, -0.079], [0.900, -0.170, -0.160], [-0.800, 1.468, 0.127], [0.649, 0.446, -2.056], [-0.222, -0.276, 2.754], [0.482, -0.179, -0.004], [0.522, 0.223, 0.127], [0.029, -0.172, -0.184], [0.037, -0.341, 0.259], [-0.514, 0.276, -0.540], [0.041, -0.371, -0.007], [0.303, 0.058, 0.265], [0.178, -0.594, -0.268], [0.309, -0.749, -1.189], [-3.213, 2.028, -0.995], [0.719, -0.396, -0.103], [1.421, -0.367, 1.802], [-0.600, -2.131, -0.810], [-1.152, 1.512, -0.874], [0.697, -0.590, 0.898], [-0.877, 0.482, 0.626], [0.085, 0.366, 0.162], [0.087, -0.064, 0.398], [1.184, -0.324, 0.131]],
  "total_charge": -1,
  "smiles": "N#C[C@@H](c1ccc(C(F)(F)F)cc1)[C@@H]1C=C([O-])C=CC1=O",
  "gap_ev": 6.10,
  "e_tot_ev": -29438.6703,
  "mol_weight_g_mol": 292.2
}